Entry from the Open Molecules 2025 dataset: a single C10H13BrN2Si molecule in a non-equilibrium geometry (wB97M-V/def2-TZVPD).

Element x y z (Å)
C -0.518 -3.529 0.305
C -0.234 -2.895 -0.862
C -0.278 -3.020 1.614
C 0.278 -0.904 0.537
C 0.070 -1.506 -0.789
C 0.180 -1.685 1.654
C 0.510 1.751 -1.970
C -1.271 1.730 1.162
C -0.883 1.871 -2.518
C 1.939 1.765 1.140
N 0.207 -0.674 -1.864
N 0.690 0.510 -1.565
Si 0.350 0.915 0.630
Br 0.442 -0.666 3.377
H -0.768 -4.625 0.307
H -0.484 -3.307 -1.851
H -0.498 -3.588 2.591
H -1.909 1.952 0.312
H -1.778 1.106 1.795
H -1.222 2.611 1.774
H -0.733 2.128 -3.508
H -1.339 0.966 -2.700
H -1.345 2.721 -2.074
H 2.408 2.297 0.332
H 1.850 2.589 1.879
H 2.604 1.075 1.551
H 1.730 0.412 -1.260

Calculated values
HOMO energy: -7.36 eV
strongest force on any atom: 0.1098 Eh/bohr
Kohn-Sham gap: 0.286 Ha

These are the natural (NBO) partial charges, in e, on atoms 1 to 6: -0.15 -0.28 -0.35 -0.81 0.24 0.09